The following is a DFT calculation (ωB97M-V/def2-TZVPD) of C19H54NiO12S9 as an isolated structure.

```
95
Properties=species:S:1:pos:R:3:mulliken_spin:R:1
Ni 0.224 -0.074 0.273 1.786
C -1.658 -0.975 -0.632 -0.105
O -0.859 -0.569 -1.419 0.087
O -1.023 -1.801 -0.019 0.100
O -1.814 0.020 0.082 0.078
C 2.338 0.153 -2.917 -0.002
S 2.802 -1.037 -1.623 0.018
O 2.052 -0.487 -0.407 0.010
C 1.981 -2.606 -2.078 -0.002
H 2.630 -0.273 -3.877 0.000
H 2.815 1.126 -2.798 0.001
H 1.254 0.215 -3.003 0.000
H 1.978 -2.718 -3.162 0.000
H 0.979 -2.469 -1.672 -0.001
H 2.540 -3.486 -1.761 0.000
C 2.880 -2.042 3.486 0.003
S 1.314 -2.167 2.479 0.007
O 1.122 -0.822 1.818 -0.002
C 2.075 -3.221 1.199 -0.003
H 2.635 -1.683 4.485 0.000
H 3.618 -1.466 2.927 0.000
H 3.349 -3.020 3.591 0.000
H 2.540 -4.168 1.471 0.000
H 2.813 -2.560 0.745 0.001
H 1.331 -3.502 0.453 0.001
C -0.257 -5.092 -1.740 0.001
S -1.790 -5.907 -2.154 0.000
O -1.933 -7.194 -1.352 0.000
C -2.884 -4.551 -1.459 0.003
H 0.111 -4.490 -2.572 0.000
H 0.547 -5.808 -1.573 0.000
H -0.275 -4.480 -0.838 0.000
H -3.882 -4.953 -1.632 0.000
H -2.842 -3.675 -2.107 -0.002
H -2.712 -4.333 -0.405 0.000
C -1.151 2.631 -2.361 -0.003
S 0.136 2.943 -1.104 0.001
O 0.916 1.661 -0.914 0.013
C 1.176 4.010 -2.070 0.002
H -0.784 1.987 -3.160 0.001
H -1.491 3.546 -2.845 0.000
H -2.011 2.062 -2.008 0.000
H 1.034 5.076 -1.893 0.000
H 1.095 3.891 -3.150 0.000
H 2.185 3.657 -1.859 0.000
C -3.834 4.579 1.094 0.000
S -3.896 3.495 2.566 0.000
O -4.978 3.971 3.502 0.000
C -4.636 2.058 1.758 -0.004
H -4.807 4.665 0.610 0.000
H -3.189 4.194 0.304 0.000
H -3.575 5.618 1.293 0.000
H -3.749 1.607 1.311 0.003
H -5.467 2.250 1.079 0.000
H -4.916 1.329 2.519 0.000
C -0.360 -0.691 -5.729 0.000
S -2.194 -0.875 -5.526 0.000
O -2.677 -1.628 -6.785 0.000
C -2.371 -2.038 -4.143 -0.002
H 0.096 -0.344 -4.802 0.001
H -0.141 0.101 -6.445 0.000
H -0.028 -1.630 -6.173 0.000
H -2.224 -3.037 -4.554 0.000
H -3.289 -2.010 -3.556 0.000
H -1.490 -1.859 -3.526 0.004
C -2.292 -0.267 3.638 -0.001
S -3.487 -1.603 4.119 0.000
O -4.879 -1.084 3.721 0.000
C -3.002 -2.865 2.813 0.000
H -2.525 -0.073 2.591 0.000
H -1.233 -0.411 3.850 0.001
H -2.606 0.569 4.262 0.000
H -2.234 -2.502 2.131 -0.002
H -3.862 -3.205 2.236 0.000
H -2.698 -3.703 3.440 0.000
C 1.049 4.016 2.524 0.000
S 0.136 2.420 2.884 0.001
O 0.282 1.576 1.622 0.006
C 1.530 1.797 3.947 -0.001
H 1.052 4.714 3.362 0.000
H 0.500 4.458 1.693 0.000
H 2.090 3.933 2.212 0.000
H 1.987 2.438 4.700 0.000
H 2.353 1.413 3.345 0.000
H 1.161 0.937 4.507 0.000
C 3.636 2.327 0.685 0.000
S 4.939 2.008 1.977 0.000
O 4.552 2.918 3.161 0.000
C 6.267 2.878 1.115 0.000
H 2.767 1.747 0.994 0.001
H 4.116 1.926 -0.207 0.000
H 3.400 3.380 0.533 0.000
H 6.060 3.942 1.223 0.000
H 6.343 2.546 0.080 0.000
H 7.220 2.666 1.599 0.000
```

Calculated values
E_HOMO (alpha / beta) in Eh: -0.245 / -0.241
Spin multiplicity: 3
Total energy in eV: -183693.8756
<S²>: 2.005